Formula: C3H8N2O2
Source: OMol25
Level of theory: ωB97M-V/def2-TZVPD

spin multiplicity	1
charge	0
LUMO	0.0318	hartree
SMILES	CO[C@H](N)NC=O
Kohn-Sham gap	10.72	eV
E_HOMO	-9.9	eV
electronic energy	-379.0733	Eh

CARTESIAN COORDINATES (ANGSTROEM)
C1 0.9370 0.4194 -1.5666
O1 -0.3180 0.7736 -1.0414
C2 -0.7304 0.4320 0.3920
N1 -0.5377 1.4952 1.2930
N2 0.0756 -0.6169 0.8243
C3 -0.1490 -1.8662 0.2253
O2 -1.2172 -2.2834 -0.1776
H1 0.9160 -0.6074 -1.9498
H2 1.1606 1.0698 -2.4184
H3 1.7553 0.5473 -0.8437
H4 -1.7773 0.1356 0.2968
H5 -0.5887 1.1749 2.2526
H6 -1.2127 2.2264 1.0955
H7 0.9740 -0.3704 1.2079
H8 0.7124 -2.5299 0.4102



Formula: C44H76N4O20
Source: OMol25
Level of theory: ωB97M-V/def2-TZVPD

spin multiplicity	1
charge	0
LUMO	-0.0132	hartree
SMILES	O=C1CCCO1.O=C1CCCO1.O=C1CCCO1.O=C1CCCO1.O=C1CCCO1.O=C1CCCO1.O=C1CCCO1.O=C1CCCO1.CNC(C)=O.CNC(C)=O.CNC(C)=O.CNC(C)=O
Kohn-Sham gap	8.35	eV
E_HOMO	-8.7	eV
electronic energy	-3445.9767	Eh

CARTESIAN COORDINATES (ANGSTROEM)
O1 -0.3860 2.9872 -2.1195
C1 -1.0129 3.5901 -1.2525
C2 -2.2844 4.3519 -1.4008
C3 -2.6601 4.4736 0.1201
C4 -1.3799 4.3601 0.9128
O2 -0.5695 3.5165 0.0089
H1 -1.9399 5.2189 -1.9645
H2 -2.9991 3.8252 -2.0332
H3 -3.2676 5.3681 0.2581
H4 -3.2503 3.6168 0.4451
H5 -0.8872 5.3182 1.0781
H6 -1.4796 3.9818 1.9302
O3 1.3430 -3.3077 -0.5586
C5 1.9396 -3.6684 0.4297
C6 2.9032 -4.8180 0.6436
C7 3.6881 -4.3899 1.8744
C8 2.7120 -3.4843 2.5970
O4 1.7670 -3.0775 1.6193
H7 2.3276 -5.7392 0.7337
H8 3.4545 -4.9333 -0.2896
H9 4.0950 -5.2083 2.4684
H10 4.5198 -3.8034 1.4842
H11 2.3500 -3.8886 3.5424
H12 3.2811 -2.6062 2.9021
O5 6.4546 1.3226 0.2246
C9 5.8449 1.0406 1.2262
C10 4.7626 0.0245 1.5065
C11 4.1564 0.5221 2.8863
C12 5.3207 1.3441 3.4112
O6 6.1194 1.7094 2.3890
H13 4.0925 0.1791 0.6608
H14 5.3476 -0.8952 1.4986
H15 3.3627 1.1914 2.5544
H16 3.5925 -0.1828 3.4972
H17 5.0809 2.1979 4.0449
H18 5.8564 0.7476 4.1496
O7 -3.8923 2.5464 2.4933
C13 -4.1568 1.4855 2.9699
C14 -4.9501 1.1467 4.1698
C15 -4.4630 -0.2735 4.6000
C16 -3.9262 -0.8250 3.3310
O8 -3.5935 0.3354 2.5056
H19 -4.7472 1.9478 4.8805
H20 -5.9849 1.0686 3.8364
H21 -3.5738 -0.2130 5.2275
H22 -5.1238 -0.9661 5.1214
H23 -3.1274 -1.5361 3.5416
H24 -4.7592 -1.3588 2.8735
O9 -2.2027 5.1354 4.6427
C17 -1.4202 4.2278 4.8544
C18 0.0635 4.1678 5.0088
C19 0.3562 2.8781 4.3712
C20 -0.8457 2.0374 4.7708
O10 -1.8776 3.0047 4.8228
H25 0.5646 4.9490 4.4372
H26 0.4277 4.2175 6.0350
H27 0.3315 2.9543 3.2841
H28 1.3234 2.4367 4.6115
H29 -1.2431 1.2527 4.1271
H30 -0.6442 1.7225 5.7947
O11 -4.8119 -3.8650 1.6456
C21 -3.8629 -4.2038 0.9527
C22 -3.3743 -5.5792 0.5673
C23 -2.4018 -5.3672 -0.5211
C24 -2.0867 -3.8061 -0.4309
O12 -2.9490 -3.2179 0.5329
H31 -2.9768 -5.8937 1.5323
H32 -4.1517 -6.2643 0.2288
H33 -1.4616 -5.9170 -0.5653
H34 -2.8514 -5.4905 -1.5063
H35 -1.0821 -3.5314 -0.1093
H36 -2.1524 -3.3784 -1.4313
O13 -3.5504 -1.0049 -2.5983
C25 -4.0859 0.0214 -2.1807
C26 -3.8337 0.8203 -0.8725
C27 -5.1574 1.5454 -0.8044
C28 -5.5601 1.6568 -2.1867
O14 -5.0726 0.6028 -2.8408
H37 -3.6127 0.0438 -0.1402
H38 -3.0065 1.4885 -1.1117
H39 -5.9928 0.9964 -0.3699
H40 -5.2122 2.5363 -0.3536
H41 -6.6413 1.6319 -2.0506
H42 -5.2033 2.6131 -2.5691
O15 2.1527 1.4640 -7.3143
C29 1.0373 1.4697 -6.7732
C30 0.6657 1.4100 -5.2965
C31 -0.7168 2.1661 -5.3487
C32 -1.2215 1.8117 -6.7101
O16 -0.0862 1.4516 -7.5285
H43 0.7034 0.4122 -4.8592
H44 1.2879 2.0419 -4.6628
H45 -1.4935 1.9270 -4.6222
H46 -0.5563 3.2430 -5.2982
H47 -2.0123 1.0955 -6.4868
H48 -1.6817 2.7572 -6.9970
C33 -0.4468 -0.2835 1.6530
N1 0.0574 -0.3909 0.2941
C34 1.0650 0.2966 -0.1943
C35 1.5341 -0.1374 -1.5864
O17 1.6657 1.2960 0.3155
H49 0.1462 0.4201 2.2373
H50 -0.4116 -1.2384 2.1775
H51 -1.3768 0.2840 1.6875
H52 -0.2536 -1.1571 -0.2858
H53 1.1029 -1.1251 -1.7495
H54 2.6162 -0.2656 -1.6123
H55 1.0535 0.4879 -2.3388
C36 3.4542 -1.4838 -4.8689
N2 2.3598 -2.4817 -4.9869
C37 2.4823 -3.5696 -5.7369
C38 1.2469 -4.4707 -5.8196
O18 3.4745 -3.9273 -6.3275
H56 3.1360 -0.4616 -5.0736
H57 4.2061 -1.7320 -5.6180
H58 3.6716 -1.4518 -3.8012
H59 1.5711 -2.3898 -4.3627
H60 0.8336 -4.6394 -6.8140
H61 0.4248 -4.0095 -5.2723
H62 1.3675 -5.4628 -5.3845
C39 3.5829 3.1251 -2.8490
N3 3.5737 3.7684 -4.1482
C40 4.1209 3.2255 -5.2577
C41 4.2544 4.0830 -6.5641
O19 4.5416 2.0811 -5.1299
H63 2.6393 2.7478 -2.4547
H64 3.9173 3.8401 -2.0973
H65 4.2543 2.2674 -2.8077
H66 2.9539 4.5649 -4.1102
H67 5.0022 4.8748 -6.5192
H68 3.2557 4.4104 -6.8531
H69 4.6653 3.4255 -7.3302
C42 -1.5164 -3.9234 4.5334
N4 -0.2165 -3.5584 5.0554
C43 -0.2292 -2.2681 5.5054
C44 0.8866 -2.0028 6.4471
O20 -0.9576 -1.3467 5.0456
H70 -2.2055 -3.9233 5.3780
H71 -1.5424 -4.9852 4.2882
H72 -1.8133 -3.4315 3.6071
H73 0.5866 -4.1684 5.1092
H74 0.8697 -2.7475 7.2429
H75 0.7468 -0.9451 6.6703
H76 1.8709 -2.1349 5.9980



Formula: C3H10N2O
Source: OMol25
Level of theory: ωB97M-V/def2-TZVPD

spin multiplicity	1
charge	0
LUMO	0.0252	hartree
SMILES	[H]/N=C\N.CCO
Kohn-Sham gap	9.99	eV
E_HOMO	-9.3	eV
electronic energy	-304.9668	Eh

CARTESIAN COORDINATES (ANGSTROEM)
H1 1.1571 -2.0586 2.3458
N1 0.3606 -1.9039 2.9893
C1 -0.4913 -1.7990 1.9952
N2 -0.3402 -1.8079 0.5972
H2 -1.5444 -1.3658 2.2637
H3 0.4843 -1.7411 -0.0572
H4 -1.2784 -1.9298 0.2396
C2 0.5654 0.4560 -1.1194
C3 0.1055 1.8472 -1.4554
O1 -0.3587 2.4703 -0.2453
H5 -0.2142 -0.2999 -1.1931
H6 0.8862 0.4248 -0.0731
H7 1.4706 0.1861 -1.7000
H8 0.8688 2.5481 -1.7036
H9 -0.6707 1.6988 -2.2670
H10 -1.0007 3.2747 -0.6167



Formula: C28H29BBrCoN3O3
Source: OMol25
Level of theory: ωB97M-V/def2-TZVPD

spin multiplicity	1
charge	+1
LUMO	-0.1382	hartree
Kohn-Sham gap	6.77	eV
E_HOMO	-10.5	eV
electronic energy	-5455.9423	Eh

CARTESIAN COORDINATES (ANGSTROEM)
Co1 0.1023 -0.0794 -0.9801
Br1 -2.8653 -6.7037 0.3015
C1 -2.2694 -4.9979 -0.2538
C2 -2.9027 -4.3622 -1.3275
C3 -2.4996 -3.1016 -1.6993
C4 -1.4413 -2.4485 -1.0466
O1 -1.1048 -1.2495 -1.4067
C5 -0.7435 -3.1404 -0.0082
C6 0.3822 -2.5838 0.6483
N1 0.9563 -1.4657 0.3156
C7 1.9864 -0.8570 1.0224
C8 2.6775 -1.3790 2.1061
C9 3.6767 -0.6332 2.7358
C10 4.0144 0.6229 2.2956
C11 3.3604 1.1790 1.1806
C12 3.6798 2.4361 0.6269
C13 3.0049 2.8663 -0.4863
C14 1.9853 2.0823 -1.0237
N2 1.6299 0.9144 -0.5068
C15 2.3307 0.4374 0.5575
C16 -1.2148 -4.4061 0.3898
H1 -3.6992 -4.8604 -1.8614
H2 -2.9877 -2.5897 -2.5176
H3 0.7654 -3.1426 1.5003
H4 2.4407 -2.3693 2.4685
H5 4.1912 -1.0584 3.5867
H6 4.7859 1.1912 2.7974
H7 4.4623 3.0386 1.0687
H8 3.2532 3.8087 -0.9525
H9 1.4568 2.4040 -1.9095
H10 -0.7209 -4.9270 1.2004
C17 -2.8527 2.6388 1.8790
C18 -1.5468 1.9461 2.2543
C19 -0.7788 2.7810 3.2600
O2 -0.7690 1.8410 1.0222
B1 -0.9501 0.5865 0.5430
O3 -1.6283 -0.2388 1.3736
C20 -1.7455 0.4454 2.6555
C21 -0.6173 -0.0969 3.5290
C22 -3.0837 0.1258 3.2929
H11 -2.6201 3.5886 1.3990
H12 -3.4578 2.8317 2.7634
H13 -3.4218 2.0337 1.1729
H14 -0.6864 3.8006 2.8882
H15 0.2214 2.3865 3.4285
H16 -1.3211 2.8027 4.2056
H17 0.3578 0.1403 3.1013
H18 -0.7098 -1.1824 3.5768
H19 -0.6786 0.3046 4.5393
H20 -3.9168 0.3705 2.6387
H21 -3.1825 0.6860 4.2233
H22 -3.1316 -0.9382 3.5207
N3 -0.6391 1.1380 -2.7732
C23 0.1316 0.8158 -3.9464
C24 0.4855 -0.5108 -4.1713
C25 1.2106 -0.8559 -5.2991
C26 1.5921 0.1245 -6.2050
C27 1.2541 1.4472 -5.9723
C28 0.5286 1.7983 -4.8415
H23 -0.7844 2.1375 -2.6929
H24 -1.5504 0.6898 -2.8154
H25 0.1774 -1.2683 -3.4609
H26 1.4678 -1.8922 -5.4706
H27 2.1511 -0.1493 -7.0890
H28 1.5439 2.2115 -6.6803
H29 0.2579 2.8345 -4.6718



Formula: C4H8O
Source: OMol25
Level of theory: ωB97M-V/def2-TZVPD

spin multiplicity	1
charge	0
LUMO	0.0407	hartree
SMILES	OC1CCC1
Kohn-Sham gap	11.21	eV
E_HOMO	-10.1	eV
electronic energy	-232.3882	Eh

CARTESIAN COORDINATES (ANGSTROEM)
O1 1.8876 0.4561 -0.4627
C1 0.7673 -0.4808 -0.3811
C2 -0.0158 -0.5440 0.9576
C3 -1.2144 0.2096 0.3176
C4 -0.4118 0.2704 -1.0065
H1 1.9272 1.0607 0.2935
H2 1.1585 -1.4116 -0.7999
H3 0.4988 -0.0335 1.7755
H4 -0.2757 -1.5528 1.2996
H5 -1.4535 1.1901 0.7436
H6 -2.1413 -0.3787 0.3184
H7 0.2189 1.1743 -1.0869
H8 -0.8778 0.0034 -1.9607



Formula: C3H36O16
Source: OMol25
Level of theory: ωB97M-V/def2-TZVPD

spin multiplicity	1
charge	0
LUMO	0.0063	hartree
Kohn-Sham gap	10.00	eV
E_HOMO	-9.8	eV
electronic energy	-1339.7241	Eh

CARTESIAN COORDINATES (ANGSTROEM)
C1 1.5162 2.2511 -0.8613
O1 2.4318 1.8887 -1.9314
C2 1.1140 0.9449 -0.1969
C3 0.7078 -0.2280 -1.0630
O2 -0.6786 -0.5871 -0.9142
H1 1.9920 2.8666 -0.1005
H2 0.6660 2.6819 -1.3850
H3 2.6440 2.7271 -2.3540
H4 1.8497 0.6505 0.5445
H5 0.2868 1.1754 0.4741
H6 0.7507 0.0067 -2.1189
H7 1.3734 -1.0756 -0.9893
H8 -0.8775 -0.7314 0.0156
H9 -4.2603 2.3834 -1.6234
H10 -2.7882 2.6448 -1.4369
O3 -3.5693 2.3060 -0.9581
H11 -1.7120 2.3799 0.7792
H12 -0.9417 3.2154 -0.1729
O4 -0.9327 2.9607 0.7569
H13 0.7004 0.4164 -4.1593
H14 -0.3977 -0.6007 -3.9600
O5 -0.2342 0.2670 -4.3501
H15 0.7667 0.4568 3.5379
H16 2.1376 -0.0018 3.9787
O6 1.2351 -0.3328 3.9045
H17 -3.1180 -2.6682 1.1998
H18 -2.0055 -2.2964 2.1566
O7 -2.3663 -2.0728 1.2881
H19 0.1974 -4.1226 -0.8382
H20 0.8474 -3.1005 0.1439
O8 0.9928 -3.6143 -0.6628
H21 4.2975 -0.7726 1.9100
H22 4.5668 0.5480 1.2054
O9 3.8650 0.0378 1.6194
H23 1.8490 -2.7954 -1.8753
H24 3.0595 -2.7515 -2.8539
O10 2.4323 -2.1939 -2.3956
H25 -1.1156 1.1916 4.3831
H26 -1.0916 1.7997 3.0028
O11 -0.5391 1.6891 3.7891
H27 -0.9036 -1.2159 4.2433
H28 -1.2295 -0.6775 2.8658
O12 -1.6484 -1.0414 3.6533
H29 -3.5879 0.8566 1.0183
H30 -2.7804 0.0456 1.8795
O13 -2.9704 0.9921 1.7533
H31 -1.2088 -3.7910 -3.2289
H32 -0.8795 -2.4401 -2.5851
O14 -1.1962 -2.8486 -3.4045
H33 -1.3895 3.2468 -3.1287
H34 -1.3179 1.7187 -3.2512
O15 -1.4306 2.4377 -2.6091
H35 1.3605 -1.2798 2.3882
H36 2.0356 -1.5214 1.1430
O16 1.4948 -2.0252 1.7744



Formula: C2H13N2O2
Source: OMol25
Level of theory: ωB97M-V/def2-TZVPD

spin multiplicity	2
charge	+2
LUMO (alpha / beta)	-0.2757 / -0.4902	hartree
⟨S²⟩	0.754
Kohn-Sham gap (alpha / beta)	11.59 / 5.75	eV
E_HOMO (alpha / beta)	-19.1 / -19.1	eV
electronic energy	-343.2230	Eh

CARTESIAN COORDINATES (ANGSTROEM)
C1 -1.1486 -0.3090 -1.0215
N1 -1.0170 1.1109 -1.3059
C2 -1.4872 -0.7197 0.3633
N2 -0.2901 -0.4913 1.2269
H1 -0.1864 -0.8525 -1.3697
H2 -1.9558 -0.6285 -1.7409
H3 -1.1044 1.2045 -2.3080
H4 -1.6263 1.7724 -0.7769
H5 -1.7532 -1.7994 0.2470
H6 -2.4033 -0.0323 0.6994
H7 -0.4278 -0.4677 2.1723
H8 0.4032 -1.2678 1.1692
H9 0.1925 0.3343 0.7630
H10 2.7696 -1.7634 -0.6107
H11 2.8108 -0.7191 0.4460
O1 2.1494 -1.3936 0.2203
H12 2.1850 2.2584 1.0610
H13 1.1754 2.1859 0.1501
O2 1.7143 1.5778 0.6149



Formula: C37H58BF3O24S
Source: OMol25
Level of theory: ωB97M-V/def2-TZVPD

spin multiplicity	1
charge	0
LUMO	0.0003	hartree
SMILES	CCSCC(=O)O[C@](CC)(B(C)O)C(F)(F)F.C[C@@H]1COC(=O)O1.C[C@@H]1COC(=O)O1.C[C@@H]1COC(=O)O1.C[C@@H]1COC(=O)O1.C[C@@H]1COC(=O)O1.C[C@@H]1COC(=O)O1.C[C@@H]1COC(=O)O1
Kohn-Sham gap	8.87	eV
E_HOMO	-8.9	eV
electronic energy	-3972.9932	Eh

CARTESIAN COORDINATES (ANGSTROEM)
C1 0.1033 3.6349 3.1808
C2 1.1381 3.4635 1.9201
S1 0.2757 3.6094 0.2644
C3 -0.8470 2.1548 -0.0914
C4 -0.1867 0.6787 0.1599
O1 -0.9863 -0.2363 0.7758
O2 1.1566 0.2235 -0.2017
C5 1.3324 -0.0111 -1.6376
C6 2.6551 -1.0299 -1.7595
C7 2.4469 -2.4616 -0.9900
B1 1.8541 1.4043 -2.3735
C8 1.5263 1.8212 -3.9297
O3 2.7154 2.3499 -1.5982
C9 0.0764 -0.7060 -2.4151
F1 -0.9929 0.2288 -2.8600
F2 0.6421 -1.2885 -3.6902
F3 -0.5699 -1.8376 -1.7142
H1 0.5994 3.0736 4.1010
H2 0.0487 4.7978 3.4382
H3 -0.9637 3.1686 3.0011
H4 1.7505 2.4608 1.9180
H5 1.9080 4.3739 1.9758
H6 -1.7653 2.2490 0.6659
H7 -1.3261 2.2325 -1.1723
H8 3.5160 -0.4570 -1.1634
H9 3.0554 -1.1171 -2.8655
H10 1.6878 -3.1004 -1.6528
H11 3.4583 -3.0950 -1.0058
H12 2.0290 -2.3775 0.1004
H13 1.4871 0.9163 -4.6838
H14 0.5290 2.4499 -3.9979
H15 2.3959 2.5317 -4.3263
H16 2.3810 3.3071 -1.7234
C10 2.4342 -7.8641 -4.1530
C11 3.3317 -7.3978 -3.0248
C12 2.6303 -6.5250 -2.0288
O4 3.6870 -5.7342 -1.5155
C13 4.6240 -5.6550 -2.5076
O5 5.5737 -4.8886 -2.4999
O6 4.3547 -6.5442 -3.5108
H17 2.1057 -7.0219 -4.7715
H18 2.9817 -8.5423 -4.8157
H19 1.5537 -8.3891 -3.7701
H20 3.8081 -8.2578 -2.5392
H21 2.1560 -7.1037 -1.2308
H22 1.8850 -5.8593 -2.4784
C14 -4.2004 -2.5519 1.8470
C15 -4.8264 -1.5276 2.7716
C16 -3.9979 -0.2898 2.9359
O7 -4.3813 0.1682 4.2199
C17 -4.7694 -0.9386 4.9221
O8 -4.9679 -0.9571 6.1261
O9 -4.9020 -2.0221 4.0987
H23 -3.2697 -2.9482 2.2673
H24 -4.8731 -3.4063 1.7189
H25 -3.9918 -2.1238 0.8617
H26 -5.8435 -1.2884 2.4390
H27 -4.2198 0.4628 2.1736
H28 -2.9193 -0.4828 2.9437
C18 3.8069 8.3738 -3.4711
C19 3.2951 6.9988 -3.0927
C20 2.6854 6.2542 -4.2414
O10 1.7617 5.3966 -3.5959
C21 1.3974 6.0264 -2.4386
O11 0.4653 5.6822 -1.7299
O12 2.2120 7.0942 -2.1822
H29 2.9851 9.0345 -3.7675
H30 4.2919 8.8465 -2.6107
H31 4.5310 8.3176 -4.2897
H32 4.0916 6.4163 -2.6144
H33 3.4260 5.6754 -4.8011
H34 2.1348 6.8973 -4.9371
C22 -9.0837 0.0026 4.0344
C23 -8.7462 0.8315 2.8118
C24 -9.8445 1.7665 2.4054
O13 -9.6245 1.9124 1.0141
C25 -9.0161 0.7608 0.5989
O14 -8.8625 0.4444 -0.5697
O15 -8.6062 0.0091 1.6649
H35 -9.9118 -0.6848 3.8305
H36 -8.2271 -0.6172 4.3191
H37 -9.3500 0.6379 4.8849
H38 -7.8008 1.3655 2.9651
H39 -9.7755 2.7334 2.9124
H40 -10.8485 1.3546 2.5571
C26 -9.5461 -5.3000 0.7354
C27 -10.1721 -4.2757 1.6599
C28 -9.3436 -3.0379 1.8243
O16 -9.7270 -2.5799 3.1083
C29 -10.1151 -3.6867 3.8104
O17 -10.3136 -3.7053 5.0145
O18 -10.2477 -4.7702 2.9870
H41 -8.6154 -5.6963 1.1557
H42 -10.2188 -6.1544 0.6072
H43 -9.3375 -4.8719 -0.2499
H44 -11.1892 -4.0365 1.3274
H45 -9.5655 -2.2854 1.0620
H46 -8.2650 -3.2310 1.8321
C30 6.0925 -6.3025 0.7528
C31 7.1618 -7.2719 1.2137
C32 8.4770 -7.0798 0.5214
O19 9.0498 -8.3733 0.5858
C33 8.0051 -9.2537 0.6338
O20 8.1130 -10.4607 0.4886
O21 6.8241 -8.6037 0.8619
H47 5.8303 -6.4719 -0.2971
H48 5.1743 -6.4500 1.3309
H49 6.4166 -5.2645 0.8756
H50 7.2716 -7.2252 2.3037
H51 9.1116 -6.3489 1.0309
H52 8.3795 -6.7951 -0.5323
C34 7.5290 8.5997 1.4300
C35 7.8666 9.4286 0.2073
C36 6.7683 10.3636 -0.1991
O22 6.9883 10.5095 -1.5904
C37 7.5967 9.3579 -2.0055
O23 7.7502 9.0415 -3.1742
O24 8.0065 8.6061 -0.9395
H53 6.7010 7.9123 1.2261
H54 8.3856 7.9799 1.7146
H55 7.2628 9.2349 2.2804
H56 8.8119 9.9626 0.3606
H57 6.8373 11.3305 0.3079
H58 5.7643 9.9517 -0.0474



> charge of number 1 (C3H8N2O2)?

0